Computed, not measured: an isolated molecule of C2H7N5O2, with ωB97M-V with the def2-TZVPD basis set.

The geometry in XYZ format:
```
16
Properties=species:S:1:pos:R:3:forces:R:3
C 1.77264 -0.29769 0.54214 2.81 -0.65 2.45
C -0.17532 1.10264 0.56073 -0.81 1.66 -2.98
N -1.52762 0.62211 0.45762 0.70 -1.25 0.17
N -1.59425 -0.64085 0.57000 0.52 3.54 -0.43
N 2.97564 -0.50640 -0.14477 -1.26 0.73 -1.44
N -2.83758 -0.98377 0.61008 -1.38 -0.34 0.32
N 0.81754 0.30102 -0.12986 -0.68 1.24 -2.98
O 1.70368 -0.51645 1.72943 -0.16 -0.73 0.93
O -0.17994 2.50140 0.19194 1.20 -1.02 0.09
H 0.10379 1.15065 1.53062 1.02 -0.39 3.17
H 2.90902 -0.24621 -1.14549 0.79 -0.87 1.04
H 3.56052 -1.26622 0.16090 -0.09 0.07 -0.17
H -3.58726 -0.24928 0.56140 1.04 -1.26 -0.22
H -2.86287 -1.94547 0.39499 -1.38 -0.97 -0.06
H 1.20876 0.48225 -1.06395 -1.69 0.74 0.39
H -0.94550 2.77922 -0.30145 -0.62 -0.48 -0.30
```
Forces are in eV/Å.

Kohn-Sham gap = 0.383 Ha
Lowest unoccupied orbital energy = 0.0298 hartree
SMILES = N/N=N/[C@H](O)NC(N)=O
Energy above the lowest of the compared OMol25 structures with the same formula, charge and spin = 0.0 kJ/mol

Here are the Löwdin charges for atoms 1 to 2, given in e: -0.6660, -0.3802